# 1
{
  "formula": "C21H14BeIN4O9",
  "method": "the ωB97M-V functional and the def2-TZVPD basis",
  "elements": ["Be", "C", "C", "N", "C", "C", "C", "O", "C", "C", "N", "C", "C", "C", "C", "C", "C", "I", "C", "O", "H", "H", "H", "H", "H", "H", "H", "H", "H", "H", "H", "H", "O", "C", "O", "C", "C", "C", "C", "C", "C", "O", "N", "O", "O", "N", "O", "O", "H", "H"],
  "coordinates": [[-0.3356, -0.1674, -0.3828], [2.8839, 2.6039, 0.5836], [2.6670, 1.4534, 1.5072], [3.4068, 1.3586, 2.5764], [3.2519, 0.3106, 3.3946], [2.4276, -0.7566, 3.1308], [2.3440, -1.8805, 4.1347], [1.0217, -2.2646, 4.4560], [1.6169, -0.7009, 1.9627], [0.7790, -1.7711, 1.5612], [-0.1614, -1.7433, 0.6642], [-1.0306, -2.8339, 0.6400], [-1.3195, -3.5311, 1.8279], [-2.1806, -4.6076, 1.8565], [-2.8374, -4.9982, 0.7013], [-2.6189, -4.2986, -0.4694], [-1.7164, -3.2465, -0.5041], [-1.3598, -2.3767, -2.3839], [1.6562, 0.4832, 1.1813], [0.8607, 0.6779, 0.2154], [3.6501, 3.2557, 0.9921], [1.9555, 3.1549, 0.4419], [3.2005, 2.2331, -0.3919], [3.8435, 0.3634, 4.3006], [2.8721, -1.5658, 5.0479], [2.8327, -2.7867, 3.7603], [0.5095, -1.4697, 4.6450], [0.9601, -2.7168, 2.0728], [-0.8687, -3.2040, 2.7523], [-2.3487, -5.1325, 2.7868], [-3.5124, -5.8390, 0.6966], [-3.1468, -4.5724, -1.3702], [-3.5848, 1.5460, -0.5000], [-2.4279, 1.2394, -0.7236], [-1.7954, 0.3205, -0.0843], [-1.6798, 1.9477, -1.8328], [-2.1443, 3.1597, -2.2613], [-1.5234, 3.8373, -3.3231], [-0.4741, 3.2327, -3.9976], [0.0031, 1.9952, -3.5945], [-0.5339, 1.3220, -2.4346], [-0.0412, 0.2503, -1.9905], [1.0922, 1.4507, -4.3389], [1.4671, 2.0795, -5.3223], [1.6079, 0.4074, -3.9919], [-1.9692, 5.1272, -3.6985], [-2.8560, 5.6490, -3.0408], [-1.4391, 5.6737, -4.6550], [-2.9907, 3.6017, -1.7564], [-0.0133, 3.7293, -4.8417]],
  "homo_lumo_gap_ev": 7.221,
  "lumo_ev": 1.5,
  "energy_ha": -2017.40469,
  "homo_ha": -0.2090,
  "total_charge": -1
}



# 2
{
  "formula": "C21H14ClN2O4Ti",
  "method": "the ωB97M-V functional and the def2-TZVPD basis",
  "elements": ["Ti", "O", "C", "C", "C", "C", "C", "C", "C", "N", "N", "C", "O", "C", "C", "C", "C", "C", "C", "H", "H", "H", "H", "H", "H", "H", "H", "H", "H", "Cl", "C", "C", "C", "C", "O", "C", "C", "O", "C", "H", "H", "H", "H"],
  "coordinates": [[-0.2741, -0.6463, 0.1216], [1.5264, -0.5148, 0.1803], [2.5000, -0.4345, 1.1170], [3.8211, -0.5905, 0.7440], [4.8488, -0.4809, 1.6743], [4.5373, -0.2107, 3.0094], [3.2199, -0.0671, 3.3942], [2.1518, -0.1835, 2.4744], [0.8053, -0.0969, 2.9186], [-0.2431, -0.3375, 2.0934], [-1.5052, -0.3805, 2.6733], [-2.3151, -0.9478, 1.8596], [-1.8820, -1.4278, 0.6981], [-3.7517, -1.0986, 2.1855], [-4.2538, -0.7380, 3.4331], [-5.6049, -0.8774, 3.7078], [-6.4720, -1.3742, 2.7392], [-5.9750, -1.7274, 1.4935], [-4.6180, -1.5901, 1.2179], [4.0317, -0.7857, -0.3011], [5.8780, -0.6008, 1.3603], [5.3272, -0.1212, 3.7459], [2.9760, 0.1271, 4.4335], [0.5889, 0.0950, 3.9621], [-3.5674, -0.3489, 4.1746], [-5.9861, -0.5961, 4.6825], [-7.5285, -1.4790, 2.9551], [-6.6430, -2.1048, 0.7284], [-4.2167, -1.8498, 0.2468], [-5.8780, 0.6925, -3.7816], [-4.4076, 0.7474, -2.8154], [-4.1664, 1.8548, -2.0131], [-3.0001, 1.8767, -1.2543], [-2.0917, 0.8382, -1.2744], [-0.9699, 0.9256, -0.5102], [-2.3440, -0.3123, -2.0959], [-1.5074, -1.4531, -2.1687], [-0.3819, -1.6304, -1.4712], [-3.5300, -0.3073, -2.8670], [-4.8725, 2.6726, -1.9779], [-2.7781, 2.7205, -0.6132], [-1.8028, -2.2592, -2.8306], [-3.7507, -1.1638, -3.4932]],
  "homo_lumo_gap_ev": [5.311, 7.804],
  "lumo_ev": [2.8, 2.8],
  "energy_ha": -2528.97099,
  "s_squared": 2.07,
  "homo_ha": [-0.0920, -0.1845],
  "total_charge": -1,
  "multiplicity": 3
}



# 3
{
  "formula": "C21H14O2",
  "method": "the ωB97M-V functional and the def2-TZVPD basis",
  "elements": ["O", "C", "C", "C", "C", "C", "C", "C", "C", "C", "C", "C", "C", "C", "O", "C", "C", "C", "C", "C", "C", "C", "C", "H", "H", "H", "H", "H", "H", "H", "H", "H", "H", "H", "H", "H", "H"],
  "coordinates": [[1.0671, 0.5475, -5.1694], [0.4956, 1.1167, -4.2456], [0.5491, 0.5208, -2.9095], [-0.0737, 1.1173, -1.8104], [-0.1719, 0.4646, -0.4823], [-1.2506, 0.5956, 0.3804], [-2.5319, 1.2747, 0.1126], [-3.2004, 0.9358, -1.0376], [-4.3706, 1.6193, -1.3985], [-4.8881, 2.6077, -0.6115], [-4.2807, 2.8740, 0.6193], [-3.0901, 2.1975, 0.9759], [-0.9835, -0.1766, 1.5814], [0.2469, -0.7117, 1.4879], [0.8830, -1.5034, 2.4245], [2.1574, -1.9271, 2.1019], [2.8753, -2.5748, 3.0705], [4.2144, -3.0322, 2.8129], [4.7605, -2.8301, 1.5731], [4.0165, -2.1666, 0.5978], [2.7484, -1.6645, 0.8481], [2.0608, -0.8297, -0.1230], [0.7995, -0.3856, 0.2033], [-0.0258, 2.0583, -4.4140], [1.0441, -0.4455, -2.8141], [-0.6253, 2.0575, -1.9776], [-2.8476, 0.1551, -1.7180], [-4.8988, 1.3712, -2.2966], [-5.7842, 3.1362, -0.9747], [-4.7357, 3.6214, 1.2795], [-2.6253, 2.3788, 1.9354], [-1.6267, -0.2311, 2.4009], [2.4029, -2.8752, 3.9863], [4.7971, -3.4998, 3.6204], [5.7733, -3.1761, 1.3365], [4.5437, -2.0575, -0.3397], [2.5753, -0.5622, -1.0259]],
  "homo_lumo_gap_ev": 6.916,
  "smiles": "O=C/C=C/c1c(-c2ccccc2)cc2oc3ccccc3cc1-2",
  "lumo_ev": -0.9,
  "energy_ha": -959.05961,
  "homo_ha": -0.2875
}



# 4
{
  "formula": "C21H15Cl2N2O6Sc",
  "method": "the ωB97M-V functional and the def2-TZVPD basis",
  "elements": ["Sc", "O", "C", "O", "C", "C", "C", "C", "C", "N", "C", "O", "O", "H", "H", "H", "H", "H", "Cl", "C", "C", "C", "C", "C", "Cl", "C", "N", "C", "C", "C", "C", "C", "C", "C", "C", "O", "O", "H", "H", "H", "H", "H", "H", "H", "H", "H", "H"],
  "coordinates": [[0.6668, -0.8734, 1.1267], [-2.2722, -2.0675, 3.9956], [-1.2875, -1.9489, 3.1659], [-0.7186, -0.8913, 2.8795], [-0.7709, -3.2312, 2.5745], [-1.1778, -4.5233, 2.8551], [-0.4217, -5.5600, 2.3092], [0.7337, -5.2831, 1.5788], [1.0596, -3.9545, 1.3612], [0.2815, -2.9742, 1.8051], [2.3275, -3.3461, 0.8006], [3.2975, -4.0507, 0.3143], [2.4368, -2.1238, 0.8863], [-2.5332, -1.2057, 4.3733], [-2.0316, -4.7160, 3.4893], [-0.7051, -6.5874, 2.4939], [1.3544, -6.0955, 1.2245], [3.1296, -5.0046, 0.2679], [-1.8127, -0.5052, 0.2376], [-1.9590, 0.1932, -1.4106], [-2.7093, -0.5434, -2.3013], [-2.7934, -0.0867, -3.6049], [-2.0602, 1.0316, -3.9718], [-1.2908, 1.7306, -3.0558], [-0.2784, 2.9950, -3.6521], [-1.2811, 1.3855, -1.6931], [-0.6355, 2.0596, -0.6834], [0.0901, 3.2811, -0.6167], [-0.4598, 4.5035, -0.9560], [0.3015, 5.6544, -0.8147], [1.5949, 5.5866, -0.3147], [2.1344, 4.3603, 0.0464], [1.3901, 3.1983, -0.1079], [1.9851, 1.8538, 0.2519], [1.9300, 0.8180, -0.8592], [2.5369, 0.8604, -1.8701], [1.0883, -0.2424, -0.5381], [-3.2111, -1.4454, -1.9832], [-3.3917, -0.6145, -4.3321], [-2.0529, 1.3694, -4.9982], [-0.6957, 1.5935, 0.2047], [-1.4733, 4.5529, -1.3299], [-0.1232, 6.6095, -1.0903], [2.1842, 6.4860, -0.2070], [3.1437, 4.3046, 0.4335], [1.4545, 1.4621, 1.1630], [3.0258, 1.9848, 0.5523]],
  "homo_lumo_gap_ev": 4.747,
  "de_lowest_ev": 1.0523,
  "lumo_ev": -8.3,
  "energy_ha": -3050.91657,
  "homo_ha": -0.4777,
  "total_charge": 2
}



# 5
{
  "formula": "C21H15ClCoN2O6",
  "method": "the ωB97M-V functional and the def2-TZVPD basis",
  "elements": ["Co", "O", "C", "C", "C", "C", "C", "C", "C", "O", "N", "N", "C", "C", "C", "C", "C", "C", "C", "O", "H", "H", "H", "H", "H", "H", "H", "H", "H", "H", "O", "C", "C", "C", "C", "C", "C", "C", "O", "O", "H", "H", "H", "H", "H", "Cl"],
  "coordinates": [[-0.0150, 0.1500, -0.3466], [-3.5127, -2.3805, -1.2935], [-3.9412, -2.4780, -0.0336], [-5.1483, -3.1560, 0.1866], [-5.6436, -3.3177, 1.4645], [-4.9506, -2.8079, 2.5584], [-3.7573, -2.1359, 2.3434], [-3.2355, -1.9580, 1.0679], [-1.9504, -1.2197, 0.8708], [-1.6419, -0.8958, -0.3335], [-1.2207, -0.9621, 1.9223], [-0.0726, -0.2826, 1.4987], [0.7787, 0.0256, 2.3936], [2.0355, 0.6980, 2.1199], [2.8403, 1.0559, 3.2026], [4.0643, 1.6749, 3.0428], [4.5027, 1.9468, 1.7387], [3.7435, 1.6022, 0.6481], [2.4785, 0.9558, 0.7814], [1.8280, 0.6133, -0.2652], [-2.6680, -1.8507, -1.2761], [-5.6747, -3.5453, -0.6763], [-6.5812, -3.8436, 1.6101], [-5.3380, -2.9299, 3.5626], [-3.1920, -1.7210, 3.1680], [0.5303, -0.2393, 3.4223], [2.4784, 0.8331, 4.2034], [4.6648, 1.9466, 3.9025], [5.4540, 2.4482, 1.5867], [4.0753, 1.8208, -0.3592], [-0.4033, -2.2206, -5.5022], [-0.1622, -0.9179, -5.7087], [-0.0588, -0.4404, -7.0187], [0.2006, 0.9000, -7.2516], [0.3604, 1.7876, -6.1910], [0.2547, 1.3114, -4.8904], [-0.0046, -0.0275, -4.6320], [-0.1081, -0.5277, -3.2054], [-0.3586, -1.7560, -3.0533], [0.0501, 0.3316, -2.3155], [-0.3973, -2.3024, -4.4830], [-0.1828, -1.1424, -7.8349], [0.2785, 1.2569, -8.2736], [0.5593, 2.8359, -6.3763], [0.3616, 1.9657, -4.0334], [-0.9810, 2.3635, 0.0083]],
  "homo_lumo_gap_ev": [6.381, 6.763],
  "lumo_ev": [4.9, 4.9],
  "energy_ha": -3213.36879,
  "s_squared": 0.76,
  "homo_ha": [-0.0560, -0.0700],
  "total_charge": -2,
  "multiplicity": 2
}